# 1
Formula: C46H43Cl2KN4O2P2Si
Source: OMol25
Level of theory: ωB97M-V/def2-TZVPD

```
! RIJCOSX wB97M-V def2-TZVPD def2/J DEFGRID3
* xyz -2 1
K 0.61 -1.25 0.72
Cl 1.11 2.57 4.96
Cl 6.02 0.51 5.81
P -2.08 0.52 1.69
P -2.24 -0.68 -0.90
Si 2.35 2.43 -1.66
O 2.29 -2.23 -0.60
O 0.82 0.28 3.03
N 2.62 -1.70 2.58
N -3.20 0.06 0.44
N 0.02 -4.59 -3.05
N -0.13 -3.96 -0.95
C 4.79 -2.65 2.88
C -0.51 1.96 -3.92
C 4.31 -3.22 -1.33
C 2.95 -0.71 3.44
C -4.56 0.28 3.15
C 3.51 1.35 5.23
C 4.21 -0.65 4.08
C 1.47 4.08 -1.79
C -5.29 0.31 4.33
C -2.00 1.80 -2.06
C 4.46 0.41 4.99
C 3.33 2.09 -3.22
C -4.68 0.62 5.53
C 1.90 0.32 3.65
C -1.67 5.08 1.12
C -4.42 -1.75 -4.20
C -1.33 -4.58 -2.75
C 2.86 -5.16 -2.66
C -1.97 2.34 1.44
C 0.10 0.41 -2.07
C 2.18 -4.17 -1.95
C -5.04 -0.71 -1.71
C -0.75 2.94 1.70
C -3.19 0.55 3.16
C 0.21 0.91 -3.50
C -3.42 -1.49 -3.28
C -1.39 -4.20 -1.45
C -1.56 2.54 -3.13
C 1.21 1.04 -1.14
C 0.70 -4.21 -1.94
C 3.51 -2.63 2.31
C -0.60 4.31 1.55
C -3.31 0.90 5.54
C 4.25 -5.19 -2.73
C -3.71 -0.96 -2.02
C 2.27 1.31 4.59
C -1.34 0.64 -1.60
C -5.75 -1.50 -3.88
C 4.96 -4.20 -2.05
C -6.06 -0.98 -2.63
C 5.14 -1.67 3.77
C -3.04 3.12 1.02
C -2.90 4.48 0.86
C 2.89 -3.14 -1.25
C -2.58 0.86 4.37
C 3.61 2.55 -0.27
H -2.11 3.40 -3.48
H -0.34 2.34 -4.93
H 5.49 -3.43 2.61
H 3.11 2.70 0.70
H 0.44 -4.73 -3.95
H 3.74 1.08 -3.22
H 4.76 -5.97 -3.28
H -2.82 1.15 6.48
H 0.73 1.42 -0.23
H 2.00 4.75 -2.47
H -7.09 -0.76 -2.37
H 4.19 1.63 -0.19
H 4.17 2.79 -3.26
H 2.29 -5.94 -3.14
H -2.38 -1.67 -3.55
H -6.36 0.09 4.30
H -5.06 0.07 2.21
H 6.04 -4.20 -2.08
H -2.09 -4.79 -3.48
H 1.41 4.56 -0.81
H 3.71 2.16 5.92
H -3.99 2.63 0.79
H 0.36 4.78 1.75
H -1.51 1.06 4.39
H 6.11 -1.66 4.24
H -3.73 5.08 0.51
H -5.29 -0.26 -0.76
H 0.30 -0.67 -2.08
H 1.91 0.25 -0.84
H -2.95 2.06 -1.60
H -1.55 6.15 0.98
H -6.54 -1.70 -4.59
H -2.27 -4.04 -0.85
H -4.16 -2.15 -5.18
H 4.30 3.38 -0.43
H 4.87 -2.44 -0.81
H 0.08 2.33 2.04
H 0.45 3.94 -2.16
H 0.93 0.43 -4.17
H 2.72 2.21 -4.11
H -3.79 -0.69 0.82
H -5.25 0.65 6.45
H 3.22 -3.38 1.58
*
```

Output
Energy, Eh: -4640.88927
Highest occupied orbital energy, hartree: -0.0398
Maximum force, eV Å⁻¹: 0.79
LUMO, eV: 4.03
Relative energy (zero: lowest compared OMol25 entry of this formula, charge and spin), kJ/mol: 15.7

# 2
Formula: C5H8O
Source: OMol25
Level of theory: ωB97M-V/def2-TZVPD

```
! RIJCOSX wB97M-V def2-TZVPD def2/J DEFGRID3
* xyz 0 1
O 0.80 -1.98 0.93
C 1.70 1.09 -0.48
C -1.07 0.65 -0.87
C -1.01 -0.28 0.35
C 1.44 0.26 0.36
C 0.47 -0.61 1.01
H -1.62 0.14 1.16
H -1.36 -1.28 0.11
H 0.41 -0.40 2.08
H -1.34 0.16 -1.81
H 1.19 -2.15 0.06
H -1.68 1.55 -0.73
H 2.11 1.83 -1.13
H -0.03 1.03 -1.03
*
```

Output
Structure (SMILES): C#C[C@H](O)CC
Energy, Eh: -270.44266
Highest occupied orbital energy, hartree: -0.3629
Maximum force, eV Å⁻¹: 1.56
LUMO, eV: 0.98
Relative energy (zero: lowest compared OMol25 entry of this formula, charge and spin), kJ/mol: 302.5

# 3
Formula: C4H15NO3
Source: OMol25
Level of theory: ωB97M-V/def2-TZVPD

```
! RIJCOSX wB97M-V def2-TZVPD def2/J DEFGRID3
* xyz 0 1
O -3.29 3.74 4.35
O 3.84 -0.77 3.87
O -0.05 0.17 2.05
N 0.82 -1.49 -0.99
C -0.11 -2.31 -3.00
C -0.13 -1.41 -1.99
C -0.99 -0.21 -1.94
C -0.23 1.04 -2.45
H -1.38 -0.02 -0.94
H 3.33 -0.62 3.08
H -1.73 -0.37 -2.75
H -2.82 4.43 3.86
H 0.20 1.73 -1.70
H 1.36 -2.32 -0.81
H 4.72 -0.96 3.52
H -0.86 0.67 1.83
H -0.19 -0.31 2.89
H -0.87 -2.26 -3.76
H -2.68 2.99 4.33
H 0.63 0.74 -3.05
H -0.86 1.54 -3.19
H 0.86 -0.76 -0.30
H 0.42 -3.24 -2.94
*
```

Output
Structure (SMILES): C=C(N)CC.O.O.O
Energy, Eh: -441.83487
Highest occupied orbital energy, hartree: -0.2849
Maximum force, eV Å⁻¹: 2.18
LUMO, eV: 0.09
Relative energy (zero: lowest compared OMol25 entry of this formula, charge and spin), kJ/mol: 123.4

# 4
Formula: C5H12N2O
Source: OMol25
Level of theory: ωB97M-V/def2-TZVPD

```
! RIJCOSX wB97M-V def2-TZVPD def2/J DEFGRID3
* xyz 0 1
O -1.61 -2.53 2.15
N 0.55 0.35 1.72
N 0.57 1.99 -2.45
C 0.10 -0.23 -1.26
C 0.88 1.10 -1.29
C -0.76 -0.62 -0.08
C -0.13 -0.89 1.27
C -0.88 -1.58 2.35
H -0.57 -0.23 -2.15
H 1.12 0.31 2.55
H -1.59 0.12 0.03
H 0.79 -1.49 1.09
H 0.87 -0.96 -1.49
H 1.94 0.86 -1.38
H -0.67 -1.36 3.41
H 0.82 1.69 -0.38
H -1.47 -1.45 -0.17
H 0.45 1.40 -3.27
H -0.02 1.18 1.63
H -0.37 2.33 -2.28
*
```

Output
Structure (SMILES): NCCC[C@@H](N)C=O
Energy, Eh: -382.41358
Highest occupied orbital energy, hartree: -0.3409
Maximum force, eV Å⁻¹: 3.81
LUMO, eV: 0.80
Relative energy (zero: lowest compared OMol25 entry of this formula, charge and spin), kJ/mol: 233.5

Question: Look up the highest occupied orbital energy of the fourth one.
Answer: -0.3409 hartree